Record 1
56
Properties=species:S:1:pos:R:3 method="wB97M-V/def2-TZVPD" charge=+1 total_energy_ev=-30945.3840 orbital_gap_ev=4.05
C 1.6665 0.7740 3.1692
O 0.4105 1.1211 2.5433
C -0.4947 0.1744 2.4125
C -1.8595 0.5048 2.6193
C -2.7746 -0.5670 2.7404
C -4.0569 -0.3189 3.1996
C -4.4489 0.9981 3.4959
C -3.5694 2.0709 3.2663
C -2.2865 1.8467 2.7933
H 2.1366 1.7332 3.3878
H 1.5050 0.1915 4.0913
H 2.2664 0.1932 2.4572
H -0.1909 -0.8811 2.5318
H -2.4222 -1.5608 2.4516
H -4.7558 -1.1434 3.3316
H -5.4451 1.1893 3.8941
H -3.8929 3.0937 3.4599
H -1.5778 2.6491 2.5769
C -3.0544 -2.9035 -0.5044
C -1.7958 -3.1513 -1.0658
C -0.9985 -2.0924 -1.4731
C -1.3491 -0.7527 -1.1357
C -0.4835 0.3772 -1.3362
C 0.8971 0.2835 -1.5752
N 1.5455 1.2448 -2.2685
C 0.8564 2.1555 -3.1702
C 1.9319 3.1253 -3.6787
C 3.2540 2.7195 -3.0163
C 2.9868 1.4351 -2.2219
C 1.6790 -0.8288 -0.9748
C 1.3190 -1.2132 0.3183
C 1.9613 -2.2335 1.0084
C 3.0585 -2.8570 0.3964
C 3.4312 -2.5049 -0.9109
C 2.7094 -1.5376 -1.6184
C -2.6277 -0.5253 -0.5777
C -3.4774 -1.5829 -0.2999
H -3.6993 -3.7341 -0.2264
H -1.4379 -4.1744 -1.1920
H -0.0676 -2.2791 -2.0114
H -0.9763 1.3389 -1.5020
H 0.3792 1.6000 -3.9959
H 0.0542 2.6989 -2.6554
H 1.9987 3.0756 -4.7676
H 1.6568 4.1460 -3.4104
H 4.0403 2.5439 -3.7520
H 3.6085 3.4937 -2.3329
H 3.3486 1.5166 -1.1837
H 3.5074 0.5837 -2.6815
H 0.4897 -0.6600 0.7528
H 1.6050 -2.5342 2.0029
H 3.6008 -3.6330 0.9351
H 4.2811 -2.9950 -1.3974
H 2.9288 -1.3406 -2.6706
H -2.9033 0.5061 -0.3334
H -4.4679 -1.3796 0.1047

Record 2
120
Properties=species:S:1:pos:R:3 method="wB97M-V/def2-TZVPD" smiles="CCC1=CC(=O)c2cc(CC(=O)Br)ccc2C1=O.C1CCOC1.C1CCOC1.C1CCOC1.C1CCOC1.C1CCOC1.C1CCOC1.C1CCOC1" total_energy_ev=-135155.1542 orbital_gap_ev=8.21
C 3.0895 -1.9186 -4.5881
C 2.9603 -0.3928 -4.3495
C 1.6269 -0.1231 -3.7278
C 1.3554 -0.4763 -2.4658
C 0.0230 -0.2136 -1.8976
O -0.1596 0.0698 -0.7357
C -1.0930 -0.2815 -2.8702
C -2.3652 -0.6907 -2.4922
C -3.3884 -0.7318 -3.4459
C -4.7537 -1.1725 -3.0014
C -4.8184 -2.6761 -2.8599
O -4.4611 -3.4449 -3.6656
Br -5.5905 -3.2930 -1.1761
C -3.1140 -0.3468 -4.7554
C -1.8397 0.0824 -5.1370
C -0.8286 0.1070 -4.1833
C 0.5554 0.5368 -4.5222
O 0.7914 1.3672 -5.3597
H 3.7070 -2.1173 -5.4557
H 3.4649 -2.4368 -3.7139
H 2.1018 -2.3075 -4.8239
H 3.7504 -0.0340 -3.7023
H 3.0211 0.0776 -5.3229
H 2.0934 -0.9667 -1.8475
H -2.5393 -0.9677 -1.4627
H -5.5378 -0.8988 -3.7004
H -4.9521 -0.7445 -2.0257
H -3.8923 -0.3564 -5.5052
H -1.6348 0.3904 -6.1489
C 8.6724 -0.8233 -3.1405
C 7.8628 0.3385 -2.5707
C 6.8904 0.6260 -3.7033
O 6.6491 -0.6274 -4.3477
C 7.6023 -1.5943 -3.9013
H 9.1647 -1.4284 -2.3806
H 9.4356 -0.4502 -3.8280
H 7.3185 0.0177 -1.6828
H 8.4673 1.2026 -2.2996
H 7.3099 1.3227 -4.4379
H 5.9421 1.0322 -3.3459
H 7.0910 -2.3042 -3.2411
H 7.9907 -2.1404 -4.7619
C -2.2173 1.8535 2.8928
C -1.2935 2.5123 1.8720
C -2.0243 2.2406 0.5677
O -3.4240 2.2068 0.8881
C -3.5907 2.1584 2.3084
H -2.0968 2.2310 3.9071
H -2.0463 0.7742 2.9072
H -1.2402 3.5884 2.0595
H -0.2801 2.1148 1.8754
H -1.7381 1.2753 0.1549
H -1.8462 3.0107 -0.1865
H -3.9606 3.1306 2.6504
H -4.3355 1.4029 2.5584
C 6.6664 -1.3933 2.5508
C 5.6926 -0.2725 2.1931
C 6.5641 0.6338 1.3365
O 7.5057 -0.2241 0.6770
C 7.4686 -1.5262 1.2637
H 6.1794 -2.3236 2.8408
H 7.3165 -1.0782 3.3703
H 4.8648 -0.6706 1.5992
H 5.2756 0.2413 3.0576
H 7.1178 1.3517 1.9508
H 5.9942 1.1865 0.5914
H 6.9769 -2.2110 0.5627
H 8.4892 -1.8743 1.4291
C -8.2390 -3.3696 3.3626
C -9.0815 -2.1402 3.0348
C -8.2085 -1.4350 2.0058
O -7.4958 -2.4605 1.3104
C -7.6410 -3.7031 2.0030
H -8.8103 -4.1944 3.7854
H -7.4484 -3.1047 4.0682
H -10.0280 -2.4442 2.5821
H -9.3028 -1.5156 3.8990
H -7.4822 -0.7715 2.4885
H -8.7852 -0.8515 1.2871
H -8.3087 -4.3497 1.4231
H -6.6664 -4.1883 2.0749
C 2.2723 2.7424 0.1055
C 2.9802 4.0440 -0.2621
C 4.1958 4.0054 0.6537
O 4.5198 2.6240 0.8337
C 3.4517 1.8089 0.3416
H 1.5920 2.3784 -0.6630
H 1.7045 2.8732 1.0284
H 3.2943 4.0163 -1.3081
H 2.3692 4.9331 -0.1142
H 3.9696 4.4407 1.6331
H 5.0602 4.5232 0.2367
H 3.7789 1.3366 -0.5930
H 3.2359 1.0246 1.0669
C -8.5544 2.9034 3.5080
C -7.8278 4.1974 3.1526
C -6.6335 4.1485 4.0950
O -6.3263 2.7654 4.2855
C -7.3886 1.9605 3.7699
H -9.2194 2.5435 2.7244
H -9.1420 3.0401 4.4188
H -7.4902 4.1640 2.1144
H -8.4330 5.0928 3.2853
H -6.8752 4.5892 5.0682
H -5.7558 4.6570 3.6935
H -7.0479 1.4855 2.8425
H -7.6266 1.1786 4.4924
C 2.3837 -3.9101 2.0124
C 1.4056 -2.7499 1.8387
C 2.1775 -1.8379 0.8983
O 2.9893 -2.6893 0.0805
C 2.9921 -4.0141 0.6199
H 1.9131 -4.8372 2.3360
H 3.1531 -3.6449 2.7414
H 0.4896 -3.1000 1.3570
H 1.1328 -2.2597 2.7717
H 2.8394 -1.1634 1.4534
H 1.5281 -1.2406 0.2625
H 2.3882 -4.6569 -0.0297
H 4.0143 -4.3944 0.6285

Record 3
20
Properties=species:S:1:pos:R:3 method="wB97M-V/def2-TZVPD" charge=+1 smiles="CCC/C([NH3+])=C/N" total_energy_ev=-8368.3888 orbital_gap_ev=10.04
C 1.8934 1.5526 -1.7168
C 1.3139 0.4466 -0.8382
C -0.2167 0.5090 -0.7578
C -0.8256 -0.3244 0.2974
N -0.6362 -1.7850 0.1274
C -1.5506 -0.0029 1.3668
N -1.3495 -0.7350 2.5817
H 2.9725 1.4382 -1.7578
H 1.5116 2.5442 -1.4977
H 1.5347 1.3376 -2.7311
H 1.6356 -0.5417 -1.1839
H 1.7221 0.5315 0.1746
H -0.6611 0.4718 -1.7592
H -0.4585 1.5504 -0.5201
H 0.1788 -2.1316 -0.3752
H -0.6497 -2.2314 1.0591
H -1.4599 -2.1777 -0.3354
H -1.8272 1.0353 1.5064
H -2.0283 -1.3559 3.0029
H -1.0994 -0.1318 3.3570

Record 4
12
Properties=species:S:1:pos:R:3 method="wB97M-V/def2-TZVPD" smiles="NN[Si](=O)O.O" total_energy_ev=-17098.5282 orbital_gap_ev=9.19
N 2.7552 0.0196 0.7183
N 1.4045 -0.4128 1.1286
Si 0.1690 -0.6776 -0.0519
O 0.3630 -0.6142 -1.5510
O -1.2280 -0.8012 0.8568
H 2.5960 0.9740 0.2307
H 3.1886 0.1680 1.6319
H 1.2296 -0.9340 1.9330
H -2.1086 -0.5822 0.4078
O -2.7725 0.7941 -1.4269
H -2.3252 0.4417 -2.1750
H -3.2718 1.6246 -1.7022

Record 5
13
Properties=species:S:1:pos:R:3 method="wB97M-V/def2-TZVPD" total_energy_ev=-18161.0822 orbital_gap_ev=9.54
C 0.4019 1.0352 0.6833
C 0.4691 0.6505 -0.7858
C 0.4819 -0.5524 0.9266
C -0.8583 -1.0850 0.1308
C -0.7207 -0.2132 -0.9649
H 1.3446 1.5181 0.9707
H -0.5750 1.5278 1.0423
H 0.7395 1.4701 -1.5984
H 0.7756 -1.2199 1.8131
H -1.0697 -2.0304 0.1936
H -0.7882 -0.5549 -1.9665
O -1.9106 -0.0027 -0.0738
S 1.7098 -0.5433 -0.3712

Record 6
20
Properties=species:S:1:pos:R:3 method="wB97M-V/def2-TZVPD" charge=+1 multiplicity=2 total_energy_ev=-36868.5208 orbital_gap_ev="9.01 / 8.87"
C 1.3490 -1.6679 0.9498
V 0.2182 -0.3339 0.0803
N 1.7069 0.5842 -1.1678
H -0.7348 -0.9174 1.2127
H 0.3228 -1.7875 -0.1403
H 1.0269 -2.4333 1.6675
H 1.4043 -0.6846 1.4945
H 2.3229 -1.9678 0.5359
H 1.7334 1.6003 -1.0572
H 1.5568 0.4200 -2.1653
H 2.6615 0.2702 -0.9865
N -4.2127 2.2827 -1.7075
N -3.1080 2.1070 -0.8806
N -2.4038 3.1915 -0.4750
C -1.2665 2.6124 -0.0479
N -1.2338 1.2845 -0.2616
N -2.4207 0.9508 -0.8620
H -4.7957 1.4507 -1.6743
H -4.6915 3.1324 -1.4473
H -0.4858 3.1993 0.4197

Record 7
9
Properties=species:S:1:pos:R:3 method="wB97M-V/def2-TZVPD" charge=-2 total_energy_ev=-19547.1689 orbital_gap_ev="4.99 / 4.99"
C 0.4397 0.4379 -0.2629
N -1.0187 -0.2253 1.0108
O -2.0976 -0.6935 0.3845
O 2.9355 0.6292 0.8172
O 2.5287 -1.1442 -0.8134
S 1.9854 -0.4869 0.3948
H 0.1336 0.1279 -1.3355
H 0.3980 1.5082 -0.1738
H -0.1870 -0.9330 1.0697

Record 8
18
Properties=species:S:1:pos:R:3 method="wB97M-V/def2-TZVPD" smiles="C=C(O)CC.C" total_energy_ev=-7426.4707 orbital_gap_ev=9.58
C 1.9130 -1.8498 -0.2008
C 0.9884 -0.8924 -0.2099
O 1.2477 0.2873 -0.8544
C -0.3850 -1.0559 0.3864
C -1.4649 -1.0118 -0.6975
H 1.7200 -2.7845 0.3119
H 2.8596 -1.7181 -0.7134
H 0.4786 0.8678 -0.8057
H -0.4246 -2.0186 0.9047
H -0.5803 -0.2834 1.1440
H -1.4833 -0.0455 -1.2160
H -2.4583 -1.1796 -0.2718
H -1.2704 -1.7846 -1.4481
C -0.2258 2.6897 0.7336
H -0.3990 3.5435 1.3916
H -1.0409 1.9717 0.8664
H -0.2063 3.0397 -0.3029
H 0.7315 2.2245 0.9819